A structure of composition C9H20N5O3PtS3. Source: the OMol25 dataset; level of theory: ωB97M-V/def2-TZVPD.

E (Eh): -2168.30547
Orbital gap (eV): 6.6
Relative energy (zero: lowest compared OMol25 entry of this formula, charge and spin) (kJ/mol): 289.2

Geometry as ORCA input:
```
! RIJCOSX wB97M-V def2-TZVPD def2/J DEFGRID3
* xyz -1 1
Pt 0.2095 0.9570 0.4208
N 0.2894 0.4665 3.0590
N 0.4924 -0.8532 3.4158
C 0.6264 -1.8226 2.4070
O 0.7702 -2.9970 2.7991
O 0.5735 -1.3990 1.2218
H 1.0184 1.0863 3.3881
H -0.5935 0.8231 3.4002
H 0.5348 -1.1478 4.3758
S -0.1785 2.9189 1.5343
C 1.3721 3.5550 1.0095
N 1.7398 3.4855 -0.2049
C 2.9414 4.2059 -0.5551
C 3.7977 4.2040 0.7242
S 2.5989 4.2560 2.0831
H 0.8268 2.8454 -0.8933
H 2.6886 5.2179 -0.8899
H 3.4762 3.6947 -1.3561
H 4.4950 5.0377 0.7844
H 4.3438 3.2635 0.7993
O 0.0194 2.1341 -1.1255
C -1.8361 -3.0779 0.2057
N -0.8864 -2.7611 -0.8488
C 0.3216 -3.5761 -0.8122
C -0.8912 -1.5616 -1.4693
S 0.5203 -0.6744 -1.7882
N -2.1153 -1.0861 -1.8287
C -2.2794 0.2924 -2.2585
C -3.1687 -1.9751 -2.2762
H -1.2982 -3.1015 1.1564
H -2.3012 -4.0541 0.0332
H -2.6089 -2.3160 0.2564
H 0.0121 -4.6190 -0.7031
H 0.9534 -3.2902 0.0259
H 0.8679 -3.4538 -1.7438
H -1.5896 0.9595 -1.7418
H -3.3130 0.5852 -2.0578
H -2.0886 0.3869 -3.3345
H -2.8962 -3.0109 -2.1034
H -3.3353 -1.8309 -3.3501
H -4.1096 -1.7670 -1.7586
*
```

Atomic partial charges in e from the natural (NBO) method, atoms 1 to 6:
1. Pt 0.733
2. N -0.643
3. N -0.549
4. C 0.863
5. O -0.791
6. O -0.828


A structure of composition C27H30NOZr. Source: the OMol25 dataset; level of theory: ωB97M-V/def2-TZVPD.

E (Eh): -1223.57152
Orbital gap (eV): 7.4

Geometry as ORCA input:
```
! RIJCOSX wB97M-V def2-TZVPD def2/J DEFGRID3
* xyz 1 1
C 2.4556 -1.4789 2.0915
C 1.2561 -2.0836 2.6292
C 0.4396 -2.4899 1.4849
H 1.1092 -2.4108 3.6509
C 1.1947 -2.2075 0.3051
C 2.4280 -1.6233 0.6744
H 3.2440 -1.3944 -0.0038
H 3.3183 -1.1914 2.6991
H -0.4569 -3.1127 1.5439
H 0.9017 -2.5126 -0.6877
C 0.2944 2.3098 0.9056
C 0.5573 2.2432 2.3176
C 1.8808 1.6515 2.4746
H -0.0169 2.7311 3.1116
C 2.4140 1.4654 1.1584
C 1.4473 1.8543 0.2133
H 1.5852 1.8892 -0.8684
H -0.5855 2.7923 0.4672
H 2.4338 1.6300 3.4215
H 3.4444 1.1562 0.9407
Zr 0.2044 -0.0534 2.1365
O 1.4576 -0.2527 -2.7021
C 0.0648 -0.7684 -2.8726
C 1.2999 -1.1244 -3.7156
H -0.2202 -1.3479 -1.9678
H -0.7416 -0.2363 -3.4009
H 1.7448 -2.1260 -3.6514
H 2.9119 -1.8126 -5.7807
C 2.4064 -0.8789 -5.9737
C 1.5197 -0.4092 -5.0094
C 1.0800 0.9440 -5.1068
H 0.6047 1.4447 -4.2605
C 1.4460 1.7269 -6.2054
H 1.1595 2.7715 -6.2534
C 2.2462 1.1899 -7.2398
H 2.4727 1.7781 -8.1415
C 2.7139 -0.1158 -7.0981
H 3.3831 -0.5255 -7.8543
C -0.8407 -0.6069 5.1293
N -1.3219 -0.0650 3.8354
C -2.1214 1.1553 4.1477
C -2.2144 -1.0758 3.1498
C -2.7164 -0.4993 1.8457
C -4.0913 -0.3816 1.6057
C -4.5416 0.2611 0.4511
C -3.6010 0.7128 -0.4683
C -2.2253 0.5388 -0.2398
C -1.7559 -0.0331 0.9398
H -1.7142 -0.8296 5.7643
H -0.2210 0.1518 5.6255
H -0.2477 -1.5186 4.9790
H -2.4270 1.6857 3.2386
H -3.0180 0.8519 4.7106
H -1.5165 1.8244 4.7724
H -1.6240 -1.9971 2.9775
H -3.0253 -1.3366 3.8471
H -4.7978 -0.7530 2.3531
H -5.6120 0.3955 0.2768
H -3.9394 1.2165 -1.3717
H -1.5262 0.8808 -1.0016
*
```

Atomic partial charges in e from the natural (NBO) method, atoms 1 to 6:
1. C -0.287
2. C -0.571
3. C -0.398
4. H 0.265
5. C -0.189
6. C -0.234


- Look up the orbital gap of the second one.
  7.4 eV